1.
Computed, not measured: a molecular structure, C17H27CdN2O4P, with wB97M-V/def2-TZVPD.

Each line ends with the Mulliken charge.
Positions of all 52 atoms, in Å:
Cd (0.528, -0.514, -0.575)  0.774
C (4.781, 0.672, -0.786)  -1.470
C (3.275, 0.772, -0.831)  0.808
O (2.670, -0.289, -0.412)  -0.608
C (2.725, 1.947, -1.321)  -1.126
C (1.349, 2.305, -1.555)  1.017
C (1.046, 3.678, -2.083)  -1.262
N (0.377, 1.482, -1.316)  0.380
N (-0.929, 1.913, -1.554)  -0.578
C (-1.810, 0.994, -1.247)  0.554
O (-1.603, -0.198, -0.775)  -0.805
C (-3.242, 1.373, -1.457)  0.317
C (-4.185, 0.372, -1.656)  -0.391
C (-5.520, 0.696, -1.854)  -0.510
C (-5.926, 2.024, -1.837)  -0.365
C (-4.986, 3.027, -1.630)  -0.615
C (-3.650, 2.704, -1.445)  -0.338
H (5.135, 0.188, -1.700)  0.302
H (5.080, 0.052, 0.058)  0.350
H (5.255, 1.650, -0.711)  0.369
H (3.443, 2.708, -1.593)  0.166
H (1.964, 4.218, -2.308)  0.346
H (0.466, 4.239, -1.348)  0.277
H (0.424, 3.608, -2.975)  0.334
H (-3.858, -0.660, -1.652)  0.371
H (-6.248, -0.089, -2.019)  0.372
H (-6.969, 2.277, -1.980)  0.372
H (-5.297, 4.065, -1.612)  0.369
H (-2.903, 3.474, -1.297)  0.419
C (-0.333, 0.485, 4.002)  -1.033
C (0.839, 0.787, 3.092)  -0.487
O (0.485, 0.700, 1.714)  -0.268
H (-0.009, 0.454, 5.044)  0.366
H (-0.777, -0.479, 3.745)  0.257
H (-1.109, 1.248, 3.909)  0.339
H (1.639, 0.062, 3.237)  0.292
H (1.255, 1.775, 3.306)  0.382
H (-0.073, 1.449, 1.471)  0.161
C (1.602, -2.641, 1.805)  -1.059
P (1.007, -3.627, 0.432)  1.310
C (-0.269, -4.697, 1.088)  -1.162
C (2.367, -4.688, -0.047)  -1.195
O (0.509, -2.794, -0.724)  -0.764
H (2.022, -3.281, 2.583)  0.480
H (0.770, -2.065, 2.219)  0.102
H (2.363, -1.949, 1.433)  0.340
H (0.096, -5.250, 1.955)  0.366
H (-0.579, -5.397, 0.312)  0.366
H (-1.127, -4.088, 1.373)  0.330
H (2.712, -5.294, 0.791)  0.369
H (3.182, -4.059, -0.408)  0.308
H (2.038, -5.338, -0.859)  0.370

Cartesian forces (eV/Å) of the 2 atoms listed first:
0.1 -0.7 0.1
0.1 0.0 0.0

The HOMO energy is -6.7 eV. For the calculated total energy, the calculation gives -43092.04728 eV. As for the HOMO-LUMO gap: 7.008 eV.

2.
Computed, not measured: a molecular structure, C33H39NO4P2Pt at a distorted geometry, with wB97M-V/def2-TZVPD.

Each line ends with the Mulliken charge.
Positions of all 80 atoms, in Å:
Pt (-0.380, 0.225, 0.209)  2.800
C (-3.067, -1.106, -0.468)  -0.614
C (-2.987, -0.921, 1.034)  -0.543
O (-2.170, 0.237, 1.390)  -0.679
C (-2.872, 1.540, 1.374)  -0.620
C (-3.065, 2.150, -0.011)  -0.798
O (-1.787, 2.109, -0.628)  -0.292
C (-1.619, 2.168, -2.034)  -0.767
C (-0.169, 1.792, -2.326)  -0.555
O (0.302, 0.497, -1.735)  -0.356
C (0.003, -0.709, -2.518)  -0.734
C (-1.445, -1.103, -2.350)  -0.584
O (-1.706, -0.975, -0.938)  -0.536
H (-3.691, -0.369, -0.969)  0.178
H (-3.440, -2.105, -0.702)  0.564
H (-2.493, -1.772, 1.499)  0.307
H (-3.976, -0.803, 1.477)  0.479
H (-2.252, 2.197, 1.981)  0.317
H (-3.827, 1.395, 1.879)  0.598
H (-3.406, 3.180, 0.127)  0.516
H (-3.815, 1.633, -0.612)  0.466
H (-1.763, 3.184, -2.418)  0.542
H (-2.340, 1.522, -2.541)  0.308
H (0.512, 2.523, -1.899)  0.329
H (0.016, 1.711, -3.397)  0.643
H (0.665, -1.471, -2.112)  0.332
H (0.267, -0.517, -3.557)  0.490
H (-1.593, -2.139, -2.659)  0.482
H (-2.132, -0.470, -2.911)  0.355
C (3.365, 0.455, -0.535)  -0.827
N (2.876, 0.106, 0.856)  0.576
P (3.335, -1.325, 1.433)  0.705
C (2.561, -2.095, 2.754)  1.006
C (1.164, -2.205, 2.919)  -0.087
C (0.674, -2.842, 4.033)  -0.563
C (1.554, -3.367, 4.986)  -0.591
C (2.933, -3.269, 4.828)  -0.812
C (3.453, -2.658, 3.705)  -0.939
C (4.851, -1.949, 0.950)  0.568
C (4.967, -3.364, 0.958)  -0.457
C (6.184, -3.937, 0.657)  -0.870
C (7.280, -3.123, 0.375)  -0.416
C (7.177, -1.727, 0.388)  -0.888
C (5.969, -1.129, 0.649)  -0.092
P (1.389, 1.088, 1.300)  -0.326
C (1.370, 0.987, 3.085)  1.097
C (0.131, 1.090, 3.722)  -0.305
C (0.063, 1.173, 5.103)  -0.870
C (1.231, 1.153, 5.855)  -0.723
C (2.472, 1.052, 5.225)  -0.846
C (2.545, 0.974, 3.847)  -0.513
C (1.874, 2.739, 0.863)  1.357
C (0.882, 3.621, 0.425)  -0.966
C (1.176, 4.970, 0.289)  -0.867
C (2.446, 5.440, 0.590)  -0.765
C (3.427, 4.569, 1.061)  -0.795
C (3.142, 3.227, 1.214)  -0.579
H (4.111, -0.259, -0.866)  0.821
H (3.794, 1.449, -0.523)  0.421
H (2.516, 0.432, -1.215)  -0.391
H (0.495, -1.810, 2.164)  0.302
H (-0.393, -2.951, 4.175)  0.486
H (1.154, -3.869, 5.859)  0.490
H (3.599, -3.678, 5.575)  0.488
H (4.525, -2.583, 3.581)  0.565
H (4.114, -3.991, 1.184)  0.524
H (6.287, -5.013, 0.643)  0.470
H (8.235, -3.579, 0.144)  0.468
H (8.051, -1.119, 0.197)  0.472
H (5.895, -0.049, 0.672)  0.441
H (-0.783, 1.110, 3.146)  0.060
H (-0.897, 1.261, 5.594)  0.524
H (1.181, 1.232, 6.934)  0.487
H (3.379, 1.056, 5.814)  0.536
H (3.522, 0.941, 3.378)  0.366
H (-0.121, 3.267, 0.226)  0.844
H (0.410, 5.659, -0.044)  0.531
H (2.672, 6.493, 0.478)  0.461
H (4.407, 4.947, 1.320)  0.501
H (3.900, 2.571, 1.628)  0.292

Cartesian forces (eV/Å) of the 2 atoms listed first:
0.0 0.2 -0.7
0.0 0.0 0.1

The HOMO energy is -19.3 eV. For the relative energy (zero: lowest compared OMol25 entry of this formula, charge and spin), the calculation gives 0.00 kcal per mole. As for the total charge: +4. For the calculated total energy, the calculation gives -66316.05018 eV. As for the HOMO-LUMO gap: 6.041 eV.

3.
Computed, not measured: 2 unconnected molecules or ions with the total composition C6H12F3NO5S at a distorted geometry, with wB97M-V/def2-TZVPD.

Each line ends with the Mulliken charge.
Positions of all 28 atoms, in Å:
C (-1.327, -1.341, 0.526)  -1.173
C (-0.176, -1.386, -0.509)  0.375
C (0.832, -2.473, -0.276)  0.165
O (1.480, -3.066, -1.096)  -0.532
O (1.057, -2.687, 1.082)  -0.356
C (1.697, -1.675, 1.844)  -0.405
C (2.035, -0.327, 1.189)  -0.716
N (0.942, 0.718, 1.242)  0.095
H (-1.456, -0.368, 0.998)  0.393
H (-2.263, -1.475, -0.029)  0.381
H (-1.285, -2.147, 1.264)  0.384
H (0.442, -0.478, -0.517)  0.140
H (-0.555, -1.406, -1.535)  0.540
H (1.082, -1.485, 2.740)  0.339
H (2.649, -2.088, 2.207)  0.332
H (2.363, -0.405, 0.150)  0.468
H (2.867, 0.103, 1.763)  0.448
H (1.297, 1.641, 0.977)  0.474
H (0.149, 0.506, 0.618)  -0.879
H (0.567, 0.794, 2.190)  0.367
C (-2.152, 2.728, -2.376)  0.544
F (-1.587, 3.360, -3.407)  -0.226
F (-2.907, 3.605, -1.705)  -0.225
F (-2.955, 1.770, -2.858)  -0.225
S (-0.869, 2.003, -1.280)  1.371
O (-0.100, 3.141, -0.828)  -0.722
O (-0.166, 1.075, -2.142)  -0.705
O (-1.661, 1.362, -0.234)  -0.653

Cartesian forces (eV/Å) of the 2 atoms listed first:
-0.5 -0.4 -0.5
-0.4 -0.2 -0.2

The HOMO energy is -9.8 eV. For the calculated total energy, the calculation gives -37130.68289 eV. As for the HOMO-LUMO gap: 9.311 eV.

4.
Computed, not measured: a molecular structure, C30H75B2Cd2F8KN5O8S2 at a distorted geometry, with wB97M-V/def2-TZVPD.

Each line ends with the Mulliken charge.
Positions of all 133 atoms, in Å:
K (-2.319, 0.311, 0.223)  0.757
Cd (0.687, 0.451, 3.394)  3.916
Cd (3.311, 2.052, 0.040)  3.995
S (0.973, 0.014, 0.782)  1.155
O (1.677, -0.454, 1.916)  -1.877
O (1.793, 0.983, 0.037)  -0.950
O (0.351, -1.092, 0.085)  -0.383
O (-0.054, 0.698, 1.552)  -1.370
S (2.734, 2.840, 2.518)  0.134
O (2.216, 3.334, 1.265)  -0.710
O (3.229, 3.920, 3.274)  -0.719
O (1.746, 2.040, 3.241)  -1.410
O (3.798, 1.984, 1.929)  -0.974
B (-1.630, 0.007, 4.079)  0.119
F (-2.702, 0.403, 3.259)  -0.242
F (-0.754, -0.957, 3.626)  -0.263
F (-0.953, 1.176, 4.456)  -0.413
F (-2.119, -0.477, 5.276)  -0.359
B (3.572, 4.342, -1.297)  -0.050
F (2.929, 5.485, -1.020)  -0.377
F (4.499, 4.400, -2.338)  -0.431
F (4.265, 4.098, -0.144)  -0.281
F (2.691, 3.319, -1.508)  -0.090
C (2.117, -2.656, 3.948)  -1.152
C (1.743, -1.798, 5.219)  -0.907
N (1.729, -0.332, 5.093)  0.919
C (3.068, 0.198, 4.917)  -0.315
C (4.017, -0.264, 5.914)  -1.759
C (1.102, 0.087, 6.412)  -0.678
C (1.021, 1.506, 6.688)  -1.468
H (2.940, -2.189, 3.407)  0.175
H (1.248, -2.727, 3.294)  0.020
H (2.464, -3.675, 4.117)  0.498
H (0.797, -2.200, 5.582)  0.553
H (2.357, -2.294, 5.971)  0.542
H (3.403, -0.151, 3.940)  -0.279
H (3.077, 1.286, 4.988)  0.512
H (4.942, 0.312, 5.943)  0.481
H (3.674, -0.173, 6.945)  0.318
H (4.390, -1.288, 5.910)  0.353
H (1.496, -0.500, 7.241)  0.649
H (0.039, -0.150, 6.374)  0.269
H (0.518, 2.094, 5.921)  0.121
H (2.071, 1.744, 6.860)  0.338
H (0.623, 1.768, 7.669)  0.443
C (-5.334, -3.151, 2.085)  -1.412
C (-4.169, -2.123, 1.746)  -0.840
N (-3.871, -2.030, 0.333)  1.564
C (-4.977, -1.814, -0.632)  0.093
C (-5.870, -0.632, -0.259)  -1.350
C (-3.126, -3.125, -0.315)  -0.093
C (-2.020, -3.834, 0.495)  -1.321
H (-5.047, -4.023, 1.499)  0.316
H (-6.319, -2.867, 1.713)  0.247
H (-5.368, -3.534, 3.105)  0.424
H (-4.484, -1.126, 2.057)  0.331
H (-3.304, -2.230, 2.400)  0.422
H (-4.554, -1.572, -1.606)  -0.525
H (-5.605, -2.702, -0.715)  0.448
H (-5.326, 0.312, -0.295)  0.106
H (-6.744, -0.561, -0.908)  0.458
H (-6.266, -0.834, 0.736)  0.382
H (-2.784, -2.654, -1.236)  -0.209
H (-3.777, -3.876, -0.762)  0.209
H (-2.482, -4.439, 1.275)  0.356
H (-1.288, -3.118, 0.867)  0.138
H (-1.546, -4.563, -0.162)  0.484
C (-4.705, 3.094, 0.352)  -0.917
C (-3.710, 3.590, -0.759)  -0.849
N (-3.122, 2.513, -1.654)  1.437
C (-2.021, 3.167, -2.375)  -1.384
C (-0.741, 3.068, -1.608)  -0.551
C (-4.168, 2.050, -2.592)  -1.500
C (-3.859, 0.735, -3.278)  -0.265
H (-4.084, 2.450, 0.974)  0.061
H (-5.627, 2.626, 0.006)  0.305
H (-4.943, 3.805, 1.143)  0.450
H (-4.352, 4.278, -1.308)  0.302
H (-2.921, 4.185, -0.298)  0.496
H (-2.199, 4.178, -2.743)  0.360
H (-1.790, 2.753, -3.357)  0.474
H (0.085, 3.530, -2.149)  0.368
H (-0.463, 2.077, -1.250)  -0.145
H (-0.986, 3.723, -0.772)  0.326
H (-5.143, 1.967, -2.113)  0.558
H (-4.309, 2.785, -3.384)  0.391
H (-4.638, 0.556, -4.018)  0.486
H (-2.894, 0.775, -3.784)  0.125
H (-3.806, -0.093, -2.571)  -0.243
C (-0.038, -1.529, -2.799)  -0.497
C (-0.856, -2.459, -3.672)  -1.345
N (-1.691, -1.603, -4.606)  1.093
C (-0.918, -0.907, -5.634)  -1.009
C (0.107, -1.742, -6.486)  -1.428
C (-2.945, -2.300, -4.966)  -0.390
C (-3.783, -1.628, -6.077)  -1.646
H (-0.665, -0.815, -2.266)  -0.052
H (0.830, -1.099, -3.298)  0.370
H (0.248, -2.194, -1.984)  0.367
H (-0.171, -3.212, -4.063)  0.336
H (-1.477, -3.124, -3.071)  0.474
H (-1.575, -0.394, -6.336)  0.736
H (-0.374, -0.050, -5.237)  0.345
H (1.113, -1.573, -6.103)  0.272
H (-0.057, -2.818, -6.416)  0.320
H (0.097, -1.438, -7.532)  0.341
H (-3.637, -2.384, -4.128)  0.119
H (-2.635, -3.270, -5.354)  0.460
H (-4.598, -2.338, -6.218)  0.423
H (-3.244, -1.635, -7.024)  0.472
H (-4.142, -0.603, -5.979)  0.271
C (3.406, 0.402, -2.737)  -0.690
C (4.756, 0.932, -2.318)  -1.011
N (4.971, 0.919, -0.795)  0.452
C (4.692, -0.355, -0.121)  0.056
C (5.477, -1.463, -0.748)  -1.545
C (6.427, 1.386, -0.627)  -0.756
C (6.908, 1.532, 0.860)  -1.145
H (3.291, 0.529, -3.814)  0.621
H (2.522, 0.837, -2.270)  -0.223
H (3.350, -0.676, -2.584)  0.299
H (5.364, 0.327, -2.990)  0.324
H (4.865, 1.951, -2.690)  0.488
H (5.019, -0.118, 0.891)  0.292
H (3.629, -0.584, -0.201)  -0.279
H (5.470, -2.345, -0.108)  0.409
H (4.989, -1.675, -1.700)  0.290
H (6.516, -1.196, -0.942)  0.299
H (6.521, 2.383, -1.057)  0.424
H (7.122, 0.843, -1.266)  0.483
H (6.877, 0.548, 1.327)  0.224
H (6.207, 2.177, 1.391)  0.177
H (7.907, 1.968, 0.864)  0.458

Cartesian forces (eV/Å) of the 2 atoms listed first:
0.4 0.1 0.2
1.9 0.3 3.1

The HOMO energy is -5.1 eV. For the relative energy (zero: lowest compared OMol25 entry of this formula, charge and spin), the calculation gives 207.29 kcal per mole. As for the total charge: -1. For the calculated total energy, the calculation gives -126384.64843 eV. As for the HOMO-LUMO gap: 6.612 eV.

- Which of these has the lowest HOMO-LUMO gap?
  C33H39NO4P2Pt